This record from the Open Molecules 2025 dataset describes a 2-piece molecular cluster, C8H10BCl3N2O2 overall at a distorted geometry. The level of theory is wB97M-V/def2-TZVPD.

Last column: natural (NBO) charge in e.
CARTESIAN COORDINATES (ANGSTROEM)
N 2.0001 0.3466 0.1775  -0.666
N 2.7740 -0.7229 -0.3155  -0.495
C 4.0988 -0.7225 0.0520  0.504
O 4.6874 0.2734 0.4558  -0.628
H 2.6570 1.1099 0.3721  0.405
H 1.3675 0.6339 -0.5717  0.351
H 2.3393 -1.6608 -0.3071  0.405
H 4.5491 -1.7218 -0.1149  0.131
Cl -0.4603 -3.6340 -2.4287  -0.199
B -0.2134 -3.0344 -0.7220  0.386
Cl -1.4435 -3.6456 0.5219  -0.231
Cl 1.5152 -3.5520 -0.1068  -0.260
O -0.3012 -1.5267 -0.7745  -0.596
C -0.3624 -0.7438 0.2397  0.498
C -1.2072 0.4248 0.2161  -0.145
C -1.4732 1.1199 1.4229  -0.126
C -2.2159 2.2970 1.4119  -0.230
C -2.7331 2.7903 0.2025  -0.131
C -2.5233 2.0805 -0.9885  -0.226
C -1.7818 0.9027 -0.9906  -0.136
H 0.0744 -1.0741 1.1858  0.220
H -1.0690 0.7092 2.3493  0.229
H -2.3997 2.8368 2.3459  0.233
H -3.3000 3.7229 0.1963  0.230
H -2.9485 2.4549 -1.9220  0.232
H -1.6300 0.3356 -1.9075  0.243

Atomic forces in eV per Å
N -0.707 0.128 -0.364
N 1.224 -0.614 0.344
C -0.386 0.611 -0.340
O -0.428 -0.862 -0.201
H -0.187 -0.256 0.043
H 0.654 0.329 -0.008
H 0.083 0.773 0.067
H 0.083 0.388 0.107
Cl -0.103 0.210 0.350
B 0.637 -1.029 0.233
Cl 0.077 0.260 -0.338
Cl -0.496 -0.035 -0.063
O -0.245 1.771 0.881
C -0.963 -1.611 -0.301
C -0.234 0.990 -0.259
C 0.391 -0.171 -0.394
C -0.142 -0.057 -0.086
C 0.349 -0.458 0.168
C -0.035 -0.045 0.040
C 0.182 -0.052 0.379
H -0.072 0.020 -0.151
H -0.075 0.253 -0.171
H 0.075 -0.252 -0.381
H 0.163 -0.307 -0.023
H 0.149 -0.153 0.303
H 0.010 0.170 0.165

Values from the calculation:
charge = 0
calculated total energy = -53779.6984 eV